Molecular formula: C17H20ClN3O4S
Method: DFT, wB97M-V/def2-TZVPD

```
46
Properties=species:S:1:pos:R:3
C 7.55 2.54 0.00
O 7.06 1.22 -0.03
C 5.71 1.03 -0.01
C 4.75 2.03 0.04
C 3.41 1.72 0.06
C 2.97 0.40 0.03
N 1.60 0.16 0.04
C 0.94 -1.04 0.05
O 1.49 -2.12 0.05
C -0.53 -0.88 0.05
C -1.31 0.26 -0.04
C -2.65 -0.15 0.00
S -4.05 0.93 -0.10
O -4.19 1.36 -1.46
O -3.91 1.94 0.91
N -5.29 -0.13 0.34
C -6.26 0.44 1.26
C -7.33 1.03 0.36
C -7.42 -0.01 -0.77
C -6.03 -0.68 -0.78
C -2.64 -1.52 0.11
N -1.37 -1.95 0.14
C -0.98 -3.33 0.25
C 3.92 -0.62 -0.02
C 5.26 -0.30 -0.03
Cl 6.44 -1.56 -0.09
H 8.63 2.45 -0.02
H 7.21 3.11 -0.87
H 7.25 3.06 0.92
H 5.05 3.07 0.06
H 2.68 2.53 0.09
H 1.03 0.99 0.06
H -1.00 1.29 -0.13
H -6.66 -0.37 1.88
H -5.76 1.17 1.89
H -6.98 1.98 -0.04
H -8.28 1.18 0.87
H -7.65 0.45 -1.73
H -8.20 -0.75 -0.55
H -6.12 -1.76 -0.65
H -5.48 -0.47 -1.69
H -3.48 -2.19 0.17
H -0.35 -3.48 1.13
H -0.40 -3.64 -0.63
H -1.87 -3.95 0.33
H 3.61 -1.65 -0.04
```

The energy above the lowest of the compared OMol25 structures with the same formula, charge and spin comes out at 21.6 kcal/mol. The SMILES is COc1ccc(NC(=O)c2cc(S(=O)(=O)N3CCCC3)cn2C)cc1Cl. As for the frontier orbital gap: 8.666 eV.

=====

Molecular formula: C17H20N2O10PS
Method: DFT, wB97M-V/def2-TZVPD

```
51
Properties=species:S:1:pos:R:3
C -4.62 1.09 -1.88
O -5.04 1.00 -0.51
C -5.08 -0.38 -0.10
C -3.61 -0.77 0.41
C -3.67 -1.62 1.73
C -2.53 -1.30 2.78
C -1.17 -0.89 2.12
C -0.31 -1.99 1.68
N 0.90 -1.73 1.13
N 1.23 -0.46 1.01
S 2.82 -0.20 0.26
C 0.59 0.70 1.35
C 1.22 2.11 1.14
C 2.34 2.41 2.21
O 2.81 3.50 2.23
O 2.77 1.41 3.09
C -0.76 0.54 1.95
P -1.81 1.97 2.42
O -1.88 3.00 1.34
O -3.38 1.56 2.76
O -1.21 2.79 3.76
H -4.33 2.16 -2.07
H -3.68 0.49 -2.04
H -5.40 0.77 -2.61
H -5.85 -0.50 0.71
H -5.41 -1.01 -0.97
H -3.07 0.20 0.53
H -3.17 -1.41 -0.40
H -4.66 -1.40 2.23
H -3.67 -2.72 1.51
H -2.84 -0.60 3.60
H -2.30 -2.27 3.31
H -0.64 -3.04 1.80
H 2.53 -0.50 -1.07
H 0.44 2.91 1.32
H 1.59 2.28 0.10
H 3.73 1.32 2.91
H -3.93 2.09 2.15
H -1.65 2.35 4.52
C 6.27 -1.66 -3.09
C 5.43 -0.80 -2.42
C 4.26 -0.27 -3.26
O 3.36 0.45 -2.79
C 4.21 -0.63 -4.65
C 5.05 -1.49 -5.35
C 6.16 -2.10 -4.48
O 6.96 -2.94 -4.89
O 5.00 -1.79 -6.55
O 5.51 -0.42 -1.22
H 7.11 -2.09 -2.56
H 3.39 -0.16 -5.19
```

As for the frontier orbital gap: 2.036 eV. Its charge is -1.

=====

Molecular formula: C17H20N2O11P2PbS3
Method: DFT, wB97M-V/def2-TZVPD

```
56
Properties=species:S:1:pos:R:3
Pb -2.44 -14.63 -3.92
N -4.86 -14.73 -7.70
C -5.21 -15.65 -6.59
C -6.49 -16.36 -6.86
P -3.65 -16.76 -6.42
O -4.20 -18.00 -5.60
O -3.48 -17.10 -7.88
O -2.44 -16.04 -5.82
P -5.30 -14.71 -4.93
O -6.84 -14.47 -4.64
O -4.50 -13.45 -5.12
O -4.78 -15.61 -3.80
H -4.01 -14.96 -8.19
H -4.81 -13.76 -7.33
H -5.45 -14.71 -8.49
H -6.31 -17.17 -7.62
H -7.28 -15.73 -7.30
H -6.83 -16.75 -5.91
H -4.24 -17.89 -4.65
H -7.07 -13.55 -4.92
O -2.51 -15.95 0.38
C -2.51 -15.39 -0.76
O -2.13 -15.94 -1.88
C -2.96 -13.97 -0.73
C -2.98 -13.24 0.46
C -3.23 -11.89 0.41
C -3.76 -11.33 -0.78
C -3.78 -12.14 -1.97
N -3.45 -13.44 -1.90
H -2.70 -13.69 1.35
H -3.05 -11.30 1.28
H -3.94 -10.26 -0.81
H -3.97 -11.63 -2.88
C -6.73 -16.33 -1.19
O -5.59 -16.92 -0.49
C -5.18 -18.09 -0.91
S -5.57 -18.97 -2.26
S -3.95 -18.69 0.24
H -7.58 -17.00 -1.23
H -6.37 -16.05 -2.14
H -6.97 -15.40 -0.67
O -1.89 -24.64 -3.44
C -0.90 -23.86 -2.96
O 0.25 -24.32 -2.95
C -1.23 -22.37 -2.53
C -2.21 -21.58 -3.14
C -2.43 -20.28 -2.61
C -1.72 -19.85 -1.51
S -2.19 -18.42 -0.70
C -0.79 -20.68 -0.84
C -0.52 -21.91 -1.43
H -2.74 -24.22 -3.33
H -2.72 -21.87 -4.02
H -3.21 -19.59 -3.01
H -0.27 -20.42 0.09
H 0.34 -22.43 -0.98
```

The energy above the lowest of the compared OMol25 structures with the same formula, charge and spin comes out at 0.0 kcal/mol. As for the frontier orbital gap: 7.403 eV.

=====

Molecular formula: C17H20N2O5S
Method: DFT, wB97M-V/def2-TZVPD

```
45
Properties=species:S:1:pos:R:3
C 3.55 1.86 -5.49
O 2.28 1.31 -5.25
C 2.04 0.75 -4.03
C 2.96 0.64 -3.00
C 2.62 0.04 -1.80
C 1.34 -0.46 -1.61
N 1.04 -1.08 -0.39
C -0.16 -1.43 0.10
O -1.22 -1.44 -0.50
C -0.07 -1.95 1.54
N 0.67 -1.05 2.40
C 0.97 -1.59 3.70
S 0.03 0.51 2.45
O 0.81 1.24 3.40
O -0.02 0.99 1.10
C -1.64 0.31 3.07
C -2.66 0.04 2.19
C -3.94 -0.17 2.68
C -4.17 -0.11 4.05
C -3.14 0.17 4.93
C -1.86 0.38 4.44
C 0.41 -0.37 -2.64
C 0.74 0.24 -3.84
O -0.11 0.38 -4.89
C -1.44 -0.07 -4.74
H 4.34 1.10 -5.43
H 3.51 2.27 -6.50
H 3.78 2.67 -4.78
H 3.96 1.02 -3.12
H 3.35 -0.03 -1.01
H 1.78 -1.02 0.30
H -1.09 -2.14 1.91
H 0.46 -2.91 1.51
H 0.08 -1.96 4.22
H 1.43 -0.79 4.28
H 1.69 -2.41 3.59
H -2.45 0.00 1.13
H -4.75 -0.38 2.00
H -5.17 -0.27 4.43
H -3.32 0.22 5.99
H -1.03 0.61 5.09
H -0.58 -0.75 -2.47
H -1.94 0.43 -3.91
H -1.47 -1.15 -4.58
H -1.94 0.17 -5.67
```

The energy above the lowest of the compared OMol25 structures with the same formula, charge and spin comes out at 46.4 kcal/mol. The SMILES is COc1ccc(NC(=O)CN(C)S(=O)(=O)c2ccccc2)cc1OC. As for the frontier orbital gap: 8.112 eV.